{
  "formula": "C24H75NbO19P",
  "method": "ωB97M-V with the def2-TZVPD basis set",
  "charge": -1,
  "orbital_gap_ha": 0.246,
  "e_tot_ha": -2787.0318,
  "symbols": ["C", "C", "Nb", "O", "O", "C", "O", "C", "C", "C", "C", "C", "C", "P", "O", "H", "H", "H", "H", "H", "H", "H", "H", "H", "H", "H", "H", "H", "H", "H", "C", "O", "H", "H", "H", "H", "C", "O", "H", "H", "H", "H", "C", "O", "H", "H", "H", "H", "C", "O", "H", "H", "H", "H", "C", "O", "H", "H", "H", "H", "C", "O", "H", "H", "H", "H", "C", "O", "H", "H", "H", "H", "C", "O", "H", "H", "H", "H", "C", "O", "H", "H", "H", "H", "C", "O", "H", "H", "H", "H", "C", "O", "H", "H", "H", "H", "C", "O", "H", "H", "H", "H", "C", "O", "H", "H", "H", "H", "C", "O", "H", "H", "H", "H", "C", "O", "H", "H", "H", "H"],
  "positions_angstrom": [[1.092, 1.797, 1.381], [1.152, 1.991, -0.151], [0.109, 0.442, -1.445], [-0.649, -1.021, -2.570], [-0.943, 1.970, -2.352], [-2.257, 1.990, -2.358], [-2.880, 1.912, -3.389], [-2.980, 2.183, -1.072], [-4.295, 1.752, -0.990], [-4.955, 1.871, 0.220], [-4.331, 2.420, 1.326], [-3.031, 2.888, 1.231], [-2.359, 2.753, 0.031], [1.576, -1.305, -0.213], [0.614, -2.222, 0.545], [0.343, 1.086, 1.695], [0.868, 2.749, 1.863], [2.063, 1.501, 1.769], [2.170, 2.110, -0.510], [0.632, 2.919, -0.376], [-1.065, 0.123, -0.086], [1.533, 0.551, -2.611], [-0.559, -1.883, -2.139], [-4.760, 1.317, -1.848], [-5.968, 1.510, 0.285], [-4.833, 2.486, 2.278], [-2.533, 3.334, 2.072], [-1.336, 3.075, -0.066], [2.380, -0.672, 0.755], [2.430, -2.047, -1.066], [1.526, 6.252, -0.926], [0.461, 5.538, -1.535], [1.420, 6.107, 0.143], [2.494, 5.860, -1.253], [1.474, 7.324, -1.141], [0.512, 5.643, -2.491], [-1.208, 4.766, -4.552], [-0.085, 5.536, -5.004], [-0.907, 4.203, -3.672], [-2.036, 5.427, -4.285], [-1.528, 4.067, -5.325], [-0.362, 6.028, -5.779], [-4.335, -2.183, 0.044], [-5.291, -1.333, 0.684], [-4.327, -1.922, -1.012], [-3.335, -2.024, 0.453], [-4.611, -3.236, 0.153], [-5.298, -1.546, 1.619], [-0.449, -5.930, -0.527], [0.021, -4.689, -1.023], [-0.316, -6.679, -1.307], [0.118, -6.234, 0.360], [-1.510, -5.868, -0.267], [-0.096, -4.026, -0.323], [1.870, 6.084, 3.017], [1.430, 7.240, 2.301], [2.806, 5.757, 2.575], [2.033, 6.306, 4.075], [1.139, 5.280, 2.924], [0.589, 7.511, 2.676], [-3.622, 1.878, -6.556], [-4.477, 2.875, -6.009], [-3.484, 2.083, -7.616], [-2.653, 1.901, -6.054], [-4.056, 0.881, -6.441], [-4.554, 2.675, -5.069], [-3.505, 5.621, -1.529], [-4.072, 6.531, -0.580], [-2.573, 5.242, -1.120], [-4.181, 4.781, -1.711], [-3.297, 6.133, -2.472], [-4.895, 6.857, -0.951], [3.576, 2.542, 3.495], [2.740, 3.425, 4.244], [3.037, 2.272, 2.591], [4.513, 3.031, 3.216], [3.797, 1.634, 4.062], [3.209, 3.669, 5.045], [5.767, -2.302, -0.109], [4.799, -1.497, 0.561], [5.833, -1.951, -1.136], [6.749, -2.207, 0.365], [5.462, -3.348, -0.107], [4.729, -1.809, 1.466], [-1.584, -6.714, 3.234], [-1.958, -5.511, 2.594], [-2.387, -7.435, 3.092], [-0.665, -7.127, 2.801], [-1.434, -6.563, 4.310], [-1.235, -4.880, 2.725], [6.058, -6.406, -1.928], [5.552, -5.481, -0.966], [6.985, -6.817, -1.544], [5.349, -7.223, -2.091], [6.255, -5.904, -2.879], [4.728, -5.125, -1.313], [0.748, 0.536, 5.324], [0.365, 1.731, 4.661], [-0.066, -0.175, 5.226], [1.647, 0.110, 4.867], [0.930, 0.722, 6.389], [1.089, 2.358, 4.741], [9.153, -9.541, -0.754], [8.813, -8.319, -1.400], [8.322, -10.226, -0.894], [10.053, -9.981, -1.191], [9.310, -9.390, 0.318], [9.545, -7.708, -1.278], [-7.459, -0.698, -1.876], [-6.307, -0.127, -2.489], [-7.137, -1.148, -0.941], [-8.211, 0.069, -1.663], [-7.902, -1.468, -2.515], [-6.584, 0.275, -3.317], [-0.186, -3.051, 4.990], [-0.031, -3.589, 3.683], [-0.969, -2.300, 4.951], [-0.477, -3.829, 5.704], [0.745, -2.582, 5.318], [0.674, -4.242, 3.715]],
  "lowdin_charge": [-0.2412, -0.4324, 1.4279, -0.4598, -0.2456, -0.5932, 0.0752, -0.1771, -0.0173, -0.0772, -0.0807, -0.0626, -0.0620, 0.5022, -0.6440, 0.0356, 0.0504, 0.0063, 0.0137, -0.0057, -0.0408, -0.0830, -0.0283, 0.0851, 0.0959, 0.0947, 0.1014, 0.0882, -0.0686, -0.0651, -0.1476, -0.1281, 0.0514, 0.0789, 0.0768, 0.0509, -0.1257, -0.1283, 0.0623, 0.0694, 0.0752, 0.0652, -0.1321, -0.1446, 0.0758, 0.0780, 0.0728, 0.0715, -0.1794, -0.1448, 0.0692, 0.0654, 0.0705, 0.0271, -0.1664, -0.1352, 0.0755, 0.0713, 0.0724, 0.0745, -0.1723, -0.1406, 0.0706, 0.0610, 0.0748, 0.0512, -0.1422, -0.1259, 0.0692, 0.0795, 0.0640, 0.0622, -0.1242, -0.1379, 0.0365, 0.0832, 0.0819, 0.0862, -0.1498, -0.1669, 0.0815, 0.0736, 0.0488, 0.0687, -0.1789, -0.1334, 0.0730, 0.0694, 0.0692, 0.0397, -0.1453, -0.1412, 0.0471, 0.0780, 0.0786, 0.0744, -0.1585, -0.1227, 0.0549, 0.0742, 0.0747, 0.0294, -0.1546, -0.1314, 0.0775, 0.0732, 0.0755, 0.0763, -0.1494, -0.1296, 0.0596, 0.0753, 0.0736, 0.0777, -0.1406, -0.1228, 0.0768, 0.0760, 0.0728, 0.0845]
}


{
  "formula": "C3H2O3Zn",
  "method": "ωB97M-V with the def2-TZVPD basis set",
  "charge": 2,
  "orbital_gap_ha": 0.192,
  "e_tot_ha": -2119.6602,
  "symbols": ["C", "C", "O", "C", "O", "O", "H", "Zn", "H"],
  "positions_angstrom": [[-1.165, 0.617, -0.526], [-1.322, -0.354, 0.361], [-0.126, -0.883, 0.728], [0.806, -0.457, -0.142], [0.369, 0.590, -0.770], [1.982, -0.798, -0.083], [-1.766, 0.915, -1.379], [3.247, 0.082, 0.757], [-2.025, 0.288, 1.055]],
  "lowdin_charge": [0.1583, -0.0242, 0.1871, -0.5054, 0.1713, 0.0338, 0.1730, 1.5673, 0.2387]
}


{
  "formula": "C2H4F3N",
  "method": "ωB97M-V with the def2-TZVPD basis set",
  "charge": 0,
  "orbital_gap_ha": 0.354,
  "e_tot_ha": -432.8714,
  "symbols": ["C", "C", "N", "F", "F", "F", "H", "H", "H", "H"],
  "positions_angstrom": [[0.616, -0.142, -2.133], [-1.049, -0.411, 1.431], [0.794, 0.658, -1.135], [1.730, -0.617, -2.637], [0.340, -0.265, 1.519], [-1.538, 0.846, 1.256], [-1.364, -0.861, 2.493], [-1.339, -1.064, 0.608], [1.724, 0.630, -0.846], [0.087, 1.227, -0.556]],
  "lowdin_charge": [-0.2813, -0.2287, 0.0859, -0.0010, -0.0497, -0.0033, 0.1595, 0.1150, 0.0660, 0.1376]
}


{
  "formula": "C6H15NO",
  "method": "ωB97M-V with the def2-TZVPD basis set",
  "smiles": "CC/C=C/NCC.O",
  "charge": 0,
  "orbital_gap_ha": 0.316,
  "e_tot_ha": -367.5555,
  "symbols": ["C", "C", "C", "C", "N", "C", "C", "H", "H", "H", "H", "H", "H", "H", "H", "H", "H", "H", "H", "H", "O", "H", "H"],
  "positions_angstrom": [[2.954, 0.991, -0.294], [1.921, 0.980, -1.453], [0.614, 0.338, -1.077], [0.345, -0.945, -1.306], [-0.907, -1.581, -1.155], [-2.080, -0.814, -0.749], [-2.428, -0.900, 0.739], [3.953, 0.985, -0.725], [2.929, 0.019, 0.201], [2.767, 1.771, 0.442], [1.719, 2.021, -1.686], [2.386, 0.455, -2.278], [-0.042, 0.943, -0.460], [1.041, -1.617, -1.805], [-0.735, -2.470, -0.711], [-2.879, -1.112, -1.410], [-1.879, 0.213, -0.998], [-1.640, -1.305, 1.360], [-2.848, 0.059, 1.031], [-3.228, -1.608, 0.919], [-0.942, 1.447, 3.820], [-0.456, 1.176, 3.038], [-0.565, 0.952, 4.557]],
  "lowdin_charge": [-0.1116, -0.2617, -0.1426, -0.1638, -0.0623, -0.2615, -0.0825, 0.0608, 0.0620, 0.0663, 0.0952, 0.0955, 0.0968, 0.1180, 0.1105, 0.1024, 0.0860, 0.0685, 0.0703, 0.0579, -0.0617, 0.0211, 0.0364]
}


{
  "formula": "C11H23NO4",
  "method": "ωB97M-V with the def2-TZVPD basis set",
  "smiles": "COC[C@@H](OC)OC[C@H](C)O.CCCC#N",
  "charge": 0,
  "orbital_gap_ha": 0.376,
  "e_tot_ha": -788.5813,
  "symbols": ["C", "O", "C", "C", "O", "C", "O", "C", "C", "C", "O", "H", "H", "H", "H", "H", "H", "H", "H", "H", "H", "H", "H", "H", "H", "H", "H", "C", "C", "C", "C", "N", "H", "H", "H", "H", "H", "H", "H"],
  "positions_angstrom": [[2.879, -4.183, 0.675], [3.436, -3.088, -0.027], [2.476, -2.291, -0.682], [1.581, -1.524, 0.301], [1.258, -0.261, -0.228], [1.687, 0.845, 0.550], [0.403, -2.221, 0.637], [-0.598, -2.238, -0.374], [-1.721, -1.259, -0.054], [-2.329, -1.511, 1.318], [-2.692, -1.305, -1.100], [2.484, -3.887, 1.652], [2.065, -4.646, 0.105], [3.677, -4.910, 0.819], [1.860, -2.915, -1.345], [3.024, -1.573, -1.292], [2.118, -1.425, 1.250], [1.177, 0.869, 1.518], [2.770, 0.827, 0.701], [1.428, 1.735, -0.018], [-0.181, -2.011, -1.358], [-1.012, -3.255, -0.402], [-1.305, -0.252, -0.096], [-2.297, -2.572, 1.581], [-3.369, -1.182, 1.313], [-1.790, -0.967, 2.093], [-3.060, -2.199, -1.137], [-1.680, 2.732, -1.001], [-1.794, 4.251, -0.957], [-0.512, 4.924, -0.450], [-0.182, 4.494, 0.909], [0.066, 4.109, 1.962], [-1.509, 2.322, -0.005], [-2.593, 2.285, -1.393], [-0.853, 2.417, -1.642], [-2.627, 4.547, -0.317], [-2.005, 4.641, -1.955], [-0.606, 6.011, -0.452], [0.330, 4.667, -1.097]],
  "lowdin_charge": [-0.1003, -0.1720, -0.1406, -0.3650, -0.1406, -0.0710, -0.0739, -0.1608, -0.4166, -0.0308, -0.0388, 0.0879, 0.0912, 0.0883, 0.1282, 0.1369, 0.1634, 0.0966, 0.0947, 0.0758, 0.1308, 0.1356, 0.1241, 0.0824, 0.0821, 0.0807, 0.0924, -0.1102, -0.2569, -0.1925, -0.2448, 0.1487, 0.0647, 0.0770, 0.0790, 0.1120, 0.1076, 0.1159, 0.1186]
}


{
  "formula": "C19H16BFN2O3S",
  "method": "ωB97M-V with the def2-TZVPD basis set",
  "smiles": "O=C(Nc1ccc(F)cc1)c1ccc(SCc2ccc(B(O)O)cc2)nc1",
  "charge": 0,
  "orbital_gap_ha": 0.323,
  "e_tot_ha": -1591.8929,
  "symbols": ["O", "C", "N", "C", "C", "C", "C", "F", "C", "C", "C", "C", "C", "C", "S", "C", "C", "C", "C", "C", "B", "O", "O", "C", "C", "N", "C", "H", "H", "H", "H", "H", "H", "H", "H", "H", "H", "H", "H", "H", "H", "H", "H"],
  "positions_angstrom": [[-0.203, 1.374, 0.938], [0.784, 0.681, 1.099], [2.059, 1.238, 1.204], [2.408, 2.609, 1.088], [3.692, 3.015, 1.468], [4.071, 4.327, 1.362], [3.160, 5.268, 0.941], [3.494, 6.617, 0.879], [1.863, 4.890, 0.626], [1.520, 3.560, 0.616], [0.633, -0.789, 1.244], [1.432, -1.636, 0.515], [1.031, -2.965, 0.429], [-0.145, -3.346, 1.066], [-0.802, -4.963, 0.749], [-1.790, -4.791, -0.766], [-2.122, -3.352, -1.136], [-1.315, -2.692, -2.034], [-1.391, -1.323, -2.231], [-2.304, -0.567, -1.533], [-2.479, 0.951, -1.925], [-3.198, 1.324, -3.048], [-2.024, 1.937, -1.092], [-3.187, -1.221, -0.681], [-3.105, -2.589, -0.527], [-0.839, -2.560, 1.903], [-0.447, -1.324, 1.950], [2.855, 0.584, 1.318], [4.391, 2.251, 1.800], [5.044, 4.632, 1.704], [1.116, 5.606, 0.377], [0.508, 3.252, 0.419], [2.314, -1.258, 0.027], [1.579, -3.649, -0.182], [-1.237, -5.241, -1.598], [-2.731, -5.336, -0.679], [-0.465, -3.191, -2.502], [-0.823, -0.863, -3.014], [-3.258, 2.298, -3.005], [-1.390, 1.718, -0.356], [-3.918, -0.645, -0.171], [-3.725, -3.113, 0.168], [-1.058, -0.714, 2.593]],
  "lowdin_charge": [0.0557, -0.3688, 0.1422, -0.2148, -0.0253, -0.0205, -0.2353, 0.0253, 0.0065, -0.0039, -0.1197, -0.0033, -0.0643, -0.5926, 0.9278, -0.4163, -0.2972, -0.0547, -0.0379, -0.1001, -0.6263, 0.1588, 0.1512, -0.0173, -0.0384, 0.0998, -0.0819, 0.1545, 0.1156, 0.1195, 0.1166, 0.1024, 0.1178, 0.1039, 0.0726, 0.0781, 0.1185, 0.1135, 0.1126, 0.0709, 0.1118, 0.1136, 0.1293]
}


Q: Which energy above the lowest of the compared OMol25 structures with the same formula, charge and spin values were calculated for the entries above? A: 0.0 49.3 65.4 47.6 0.0 0.0, in kcal per mole.
Q: Which lowest unoccupied orbital energy values were calculated for the entries above? A: 1.918 -13.884 0.902 0.747 0.771 -0.194, in eV.